ORCA calculation (ωB97M-V/def2-TZVPD) on 3 unconnected molecules or ions with the total composition C14H29ClO7S at a distorted geometry.

```
52
Properties=species:S:1:pos:R:3:nbo_charge:R:1
C 3.4065 2.6645 0.0199 -0.247
C 2.9903 1.6335 -0.7024 -0.082
C 2.6462 0.1721 -1.3235 -0.153
O 2.3159 -0.8293 -0.3190 -0.658
S 0.7325 -0.6920 0.2596 1.679
O 0.7896 0.0314 1.6157 -0.903
O -0.2198 0.3169 -0.7079 -0.707
C -1.5736 0.2164 -0.1123 -0.120
C -2.7577 0.6129 -1.1400 -0.204
C -3.6836 1.7595 -0.4116 -0.636
Cl -2.1945 1.1052 -2.8178 -0.054
H 3.7384 3.4025 0.8516 0.278
H 3.6433 -0.1838 -1.8172 0.240
H 1.8907 0.2722 -2.1828 0.237
H -1.6979 -0.9056 0.1918 0.199
H -1.6547 0.8842 0.8300 0.224
H -3.4657 -0.3016 -1.2688 0.222
H -4.3537 2.2575 -1.2262 0.236
H -2.9462 2.5297 0.0223 0.221
H -4.3520 1.2991 0.4043 0.229
C 0.4706 0.4555 4.5023 -0.255
O -0.7071 0.1520 5.2423 -0.558
C -0.4158 -0.3988 6.5261 -0.088
C -0.5360 0.6546 7.6264 -0.088
O 0.4599 1.6691 7.4875 -0.552
C -0.0531 2.8480 6.8803 -0.256
H 0.1950 1.1107 3.6754 0.200
H 1.2218 0.9618 5.1132 0.172
H 0.8935 -0.4666 4.0916 0.178
H 0.5757 -0.8651 6.5343 0.176
H -1.1560 -1.1840 6.7120 0.180
H -0.3649 0.1714 8.5941 0.182
H -1.5396 1.0939 7.6444 0.173
H -0.6319 3.4171 7.6136 0.165
H -0.6769 2.6259 6.0114 0.182
H 0.7931 3.4579 6.5530 0.189
C 0.2121 -0.6981 -4.2555 -0.259
O 1.4015 -1.0851 -4.9331 -0.559
C 1.6087 -2.4973 -4.9041 -0.090
C 1.1818 -3.1515 -6.2171 -0.089
O -0.2285 -3.0456 -6.4171 -0.552
C -0.5681 -1.9954 -7.3140 -0.257
H -0.0284 0.3257 -4.5455 0.196
H -0.6343 -1.3404 -4.5093 0.187
H 0.3805 -0.7251 -3.1737 0.160
H 1.0897 -2.9502 -4.0518 0.175
H 2.6827 -2.6597 -4.7659 0.184
H 1.4169 -4.2199 -6.1688 0.185
H 1.7287 -2.7265 -7.0661 0.177
H -0.3746 -2.3134 -8.3425 0.168
H -0.0147 -1.0776 -7.1024 0.181
H -1.6363 -1.7887 -7.2068 0.191
```

Its charge is 0. The total energy comes out at -52669.465 eV.

***

ORCA calculation (ωB97M-V/def2-TZVPD) on 5 unconnected molecules or ions with the total composition C26H34ClIN5 at a distorted geometry.

```
67
Properties=species:S:1:pos:R:3:nbo_charge:R:1
C -1.9771 -0.0145 0.1209 -0.617
C -2.0205 -1.5493 0.4479 -0.458
C -0.7810 -1.9318 1.2698 -0.013
Cl -1.1734 -3.3569 2.3308 -0.019
N 0.3720 -2.3755 0.4360 -0.574
C 1.2303 -1.2615 -0.0671 -0.165
I 2.6656 -1.9952 -1.5240 0.197
C 1.9136 -0.4362 1.0513 -0.469
C 2.2515 -1.2279 2.3353 -0.640
H -0.9945 0.4228 0.3134 0.196
H -2.2586 0.0927 -0.9279 0.233
H -2.6804 0.5373 0.7434 0.258
H -2.8832 -1.7120 1.0938 0.263
H -2.1606 -2.1702 -0.4411 0.222
H -0.5221 -1.1217 1.9464 0.249
H -0.0165 -2.8491 -0.3831 0.452
H 0.9584 -3.0464 0.9392 0.462
H 0.5886 -0.5831 -0.6313 0.243
H 1.3055 0.4403 1.2884 0.237
H 2.8589 -0.0856 0.6365 0.259
H 2.3486 -0.4987 3.1444 0.253
H 3.2031 -1.7598 2.2870 0.237
H 1.4770 -1.9319 2.6612 0.189
N -2.4310 3.4437 0.2011 -0.448
C -2.8238 4.1876 -0.8366 0.025
C -3.6643 5.2830 -0.7264 -0.245
C -4.1303 5.6292 0.5315 -0.160
C -3.7383 4.8699 1.6221 -0.260
C -2.8920 3.7945 1.4044 0.024
H -2.4388 3.8788 -1.8024 0.187
H -3.9464 5.8497 -1.6029 0.227
H -4.7894 6.4782 0.6597 0.225
H -4.0809 5.1077 2.6202 0.223
H -2.5543 3.1717 2.2264 0.204
N -2.9258 1.1662 3.9722 -0.443
C -4.0448 1.8363 4.2523 0.032
C -5.0615 1.3411 5.0526 -0.238
C -4.9131 0.0742 5.5933 -0.160
C -3.7598 -0.6419 5.3129 -0.257
C -2.8038 -0.0509 4.5042 0.023
H -4.1192 2.8203 3.8052 0.192
H -5.9460 1.9318 5.2460 0.229
H -5.6848 -0.3498 6.2226 0.227
H -3.6060 -1.6347 5.7129 0.226
H -1.8825 -0.5717 4.2608 0.173
N 2.8245 3.5799 -3.7378 -0.398
C 1.7289 4.2527 -3.3809 0.044
C 0.7182 3.7212 -2.5950 -0.276
C 0.8478 2.4142 -2.1566 -0.123
C 1.9789 1.6971 -2.5179 -0.297
C 2.9325 2.3246 -3.3038 0.037
H 1.6696 5.2703 -3.7490 0.202
H -0.1454 4.3165 -2.3333 0.223
H 0.0772 1.9641 -1.5392 0.196
H 2.1245 0.6730 -2.1953 0.190
H 3.8345 1.8044 -3.6075 0.197
N 4.7883 -4.4736 -5.1653 -0.412
C 4.6798 -4.4087 -3.8398 0.034
C 5.2364 -5.3299 -2.9688 -0.267
C 5.9498 -6.3894 -3.5066 -0.163
C 6.0752 -6.4791 -4.8828 -0.250
C 5.4797 -5.4998 -5.6631 0.040
H 4.1096 -3.5620 -3.4679 0.156
H 5.1161 -5.2215 -1.8988 0.214
H 6.4014 -7.1330 -2.8625 0.223
H 6.6231 -7.2898 -5.3423 0.228
H 5.5545 -5.5277 -6.7439 0.201
```

Its charge is +1. The total energy comes out at -55579.698 eV.